C40H70N6O8S4 | ωB97M-V/def2-TZVPD

Spin multiplicity = 1
Kohn-Sham gap = 7.91 eV
E_HOMO = -7.757 eV
Largest force on an atom = 4.2 eV Å⁻¹

Last column: Löwdin charge in e.
Positions of all 128 atoms, in Å:
O1 6.52 -1.33 0.43  -0.3216
S1 5.42 -2.26 0.64  0.7167
O2 5.34 -3.37 -0.31  -0.3528
C1 5.48 -2.93 2.31  -0.2117
C2 4.23 -2.32 2.92  -0.2450
C3 3.15 -2.30 1.85  -0.2343
C4 3.75 -1.47 0.74  -0.1994
H1 6.42 -2.64 2.77  0.1081
H2 5.38 -4.01 2.36  0.1106
H3 3.92 -2.72 3.88  0.1252
H4 4.47 -1.28 3.17  0.1126
H5 2.21 -1.92 2.26  0.1052
H6 3.10 -3.35 1.55  0.1128
H7 3.87 -0.41 0.98  0.1088
H8 3.31 -1.48 -0.26  0.0735
O3 4.96 5.57 -0.84  -0.3279
S2 3.58 5.14 -1.05  0.7208
O4 2.81 5.35 -2.26  -0.3405
C5 3.48 3.37 -0.61  -0.2265
C6 2.57 3.16 0.58  -0.2292
C7 1.57 4.34 0.59  -0.2167
C8 2.38 5.59 0.30  -0.2093
H9 4.44 2.87 -0.46  0.1051
H10 3.01 2.85 -1.45  0.0876
H11 2.12 2.18 0.56  0.0951
H12 3.17 3.31 1.48  0.1152
H13 1.07 4.36 1.56  0.1073
H14 0.77 4.22 -0.15  0.1101
H15 2.88 5.97 1.20  0.1051
H16 1.87 6.48 -0.06  0.0992
O5 2.48 2.47 5.55  -0.3284
S3 1.93 1.21 5.09  0.6903
O6 2.78 0.04 4.97  -0.3409
C9 0.36 0.86 6.00  -0.1899
C10 -0.79 0.97 4.96  -0.2034
C11 -0.31 1.89 3.85  -0.2108
C12 1.10 1.43 3.51  -0.2322
H17 0.39 1.59 6.80  0.0969
H18 0.46 -0.14 6.42  0.0978
H19 -1.03 -0.02 4.54  0.0960
H20 -1.72 1.15 5.51  0.1107
H21 -0.30 2.96 4.05  0.1270
H22 -0.89 1.71 2.95  0.0771
H23 1.69 2.24 3.08  0.0872
H24 1.17 0.43 3.10  0.0870
O7 -4.50 -0.54 -4.16  -0.3297
S4 -3.12 -0.34 -3.72  0.7125
O8 -2.48 0.95 -3.64  -0.3439
C13 -2.54 -1.50 -2.38  -0.2287
C14 -1.45 -2.41 -2.91  -0.2052
C15 -1.86 -2.60 -4.39  -0.2498
C16 -2.14 -1.24 -5.01  -0.2050
H25 -3.45 -2.07 -2.16  0.0926
H26 -2.36 -0.87 -1.50  0.0472
H27 -0.54 -1.80 -2.95  0.0899
H28 -1.12 -3.32 -2.40  0.1038
H29 -2.68 -3.32 -4.48  0.1154
H30 -1.06 -3.12 -4.92  0.1082
H31 -2.75 -1.24 -5.90  0.1033
H32 -1.12 -0.85 -5.07  0.0999
C17 -0.54 -0.02 1.09  -0.1286
C18 -0.77 1.16 0.32  -0.1323
C19 -0.15 1.02 -0.90  -0.1246
N1 0.56 -0.11 -0.85  0.0345
C20 0.35 -0.76 0.34  -0.1314
H33 -0.90 -0.26 2.07  0.0582
H34 -1.24 2.05 0.72  0.0922
H35 0.01 1.72 -1.71  0.1144
H36 1.20 -0.43 -1.55  0.0705
H37 0.76 -1.74 0.53  0.0884
C21 -4.34 4.36 -1.42  -0.1217
C22 -5.19 3.87 -0.42  -0.1099
C23 -4.57 2.73 0.03  -0.1728
N2 -3.36 2.53 -0.56  0.0405
C24 -3.33 3.45 -1.63  -0.1126
H38 -4.43 5.21 -2.08  0.0908
H39 -6.17 4.18 -0.10  0.0897
H40 -5.05 2.10 0.77  0.0880
H41 -2.75 1.73 -0.46  0.0719
H42 -2.53 3.40 -2.35  0.0798
C25 2.48 -4.47 -1.29  -0.1172
C26 2.79 -4.23 -2.74  -0.2374
C27 3.79 -3.06 -3.00  -0.1528
C28 3.04 -1.80 -3.13  -0.1938
N3 2.52 -0.78 -3.17  0.1521
H43 3.31 -4.68 -0.61  0.0631
H44 1.97 -5.44 -1.30  0.0759
H45 1.87 -3.76 -0.72  0.0591
H46 1.89 -4.15 -3.35  0.1053
H47 3.30 -5.10 -3.15  0.1123
H48 4.38 -3.28 -3.88  0.1226
H49 4.49 -2.99 -2.17  0.0798
C29 -1.69 -6.29 2.26  -0.1048
C30 -1.62 -5.67 0.86  -0.2346
C31 -2.29 -4.29 0.86  -0.1846
C32 -1.79 -3.36 1.88  -0.2353
N4 -1.35 -2.73 2.73  0.1762
H50 -2.70 -6.26 2.67  0.0784
H51 -1.04 -5.82 3.00  0.0727
H52 -1.51 -7.36 2.19  0.0722
H53 -2.16 -6.28 0.14  0.1103
H54 -0.60 -5.48 0.53  0.1014
H55 -3.34 -4.42 1.12  0.1239
H56 -2.23 -3.70 -0.06  0.0991
C33 -5.35 1.61 4.04  -0.1086
C34 -5.44 0.24 3.40  -0.2601
C35 -4.12 -0.54 3.23  -0.1535
C36 -3.82 -0.74 1.81  -0.2246
N5 -3.67 -0.88 0.68  0.2031
H57 -4.79 2.33 3.43  0.0700
H58 -5.04 1.58 5.09  0.0736
H59 -6.36 2.01 4.16  0.0761
H60 -6.02 0.29 2.48  0.1051
H61 -6.15 -0.37 3.96  0.1074
H62 -4.21 -1.54 3.65  0.1164
H63 -3.31 0.02 3.69  0.0948
C37 -0.22 4.16 -4.15  -0.1049
C38 0.82 3.03 -4.35  -0.2520
C39 1.28 3.02 -5.79  -0.1893
C40 0.33 2.39 -6.72  -0.2244
N6 -0.39 1.91 -7.47  0.1382
H64 0.02 5.14 -4.56  0.0749
H65 -0.42 4.48 -3.13  0.0582
H66 -1.16 3.89 -4.64  0.0776
H67 0.22 2.14 -4.14  0.0877
H68 1.67 2.96 -3.68  0.0888
H69 2.27 2.56 -5.78  0.1185
H70 1.38 4.03 -6.20  0.1194



C4H7N3 | ωB97M-V/def2-TZVPD

Spin multiplicity = 1
Relative energy (zero: lowest compared OMol25 entry of this formula, charge and spin) = 1.420 eV
Kohn-Sham gap = 7.83 eV
E_HOMO = -6.901 eV
Largest force on an atom = 1.2 eV Å⁻¹

Last column: natural (NBO) charge in e.
Positions of all 14 atoms, in Å:
N1 2.40 -0.40 0.47  -0.8044
C1 1.12 -0.14 0.00  0.1709
C2 0.68 1.15 -0.29  -0.3097
N2 -0.67 1.00 -0.67  -0.5390
C3 -1.08 -0.23 -0.33  0.3985
N3 -2.42 -0.43 0.02  -0.8132
C4 0.03 -1.04 -0.12  -0.4494
H1 3.05 0.30 0.14  0.3814
H2 2.75 -1.34 0.30  0.3756
H3 0.72 1.93 0.48  0.2092
H4 -1.28 1.76 -0.93  0.3989
H5 -2.89 0.46 0.11  0.3678
H6 -2.42 -0.89 0.93  0.3879
H7 0.02 -2.13 -0.11  0.2256



C8H28F4N4O13PbS4 | ωB97M-V/def2-TZVPD

Spin multiplicity = 1
Relative energy (zero: lowest compared OMol25 entry of this formula, charge and spin) = 6.204 eV
Kohn-Sham gap = 8.72 eV
E_HOMO = -9.552 eV
Largest force on an atom = 11.2 eV Å⁻¹

Last column: natural (NBO) charge in e.
Positions of all 62 atoms, in Å:
Pb1 -9.59 -23.83 -14.35  1.5846
N1 -7.28 -23.32 -13.78  -1.2312
S1 -6.62 -23.02 -12.43  2.3797
O1 -5.89 -21.72 -12.25  -0.8346
O2 -6.24 -24.15 -11.60  -0.8849
F1 -7.99 -22.64 -11.62  -0.5378
S2 -5.77 -23.26 -14.51  2.3579
O3 -4.75 -24.20 -14.01  -0.8381
O4 -5.27 -21.95 -14.88  -0.8422
F2 -6.34 -23.95 -15.85  -0.4851
N2 -11.56 -24.46 -15.60  -1.2560
S3 -11.82 -25.61 -16.85  2.3770
O5 -12.21 -25.23 -18.17  -0.8397
O6 -12.35 -26.88 -16.44  -0.8678
F3 -10.30 -25.91 -17.09  -0.4972
S4 -12.83 -23.78 -15.94  2.4357
O7 -14.02 -24.55 -15.67  -0.8736
O8 -12.78 -22.72 -16.96  -0.8676
F4 -12.72 -22.96 -14.59  -0.5248
O9 -10.13 -21.40 -14.31  -0.9757
H1 -10.44 -21.06 -13.47  0.5216
H2 -9.77 -20.64 -14.76  0.5037
O10 -8.75 -23.23 -16.81  -0.9611
H3 -8.97 -23.61 -17.67  0.5093
H4 -8.30 -22.41 -17.03  0.4973
O11 -11.33 -25.69 -12.96  -0.9546
H5 -11.74 -25.47 -13.80  0.4902
H6 -12.04 -26.08 -12.45  0.4904
C1 -12.89 -23.16 -10.79  -0.6306
C2 -11.92 -22.17 -11.55  -0.0705
C3 -11.48 -20.94 -10.70  -0.0768
O12 -10.77 -19.98 -11.57  -0.5963
C4 -10.48 -18.67 -11.13  -0.2405
N3 -10.79 -22.99 -12.06  -0.9118
H7 -13.92 -22.81 -10.70  0.2321
H8 -12.49 -23.51 -9.84  0.2193
H9 -12.99 -24.03 -11.44  0.2135
H10 -12.25 -21.71 -12.48  0.2091
H11 -10.95 -21.19 -9.78  0.1838
H12 -12.43 -20.50 -10.38  0.1878
H13 -10.50 -18.63 -10.04  0.1766
H14 -11.26 -18.05 -11.57  0.1825
H15 -9.46 -18.42 -11.42  0.1975
H16 -10.98 -23.94 -11.79  0.4043
H17 -10.06 -22.60 -11.48  0.3967
C5 -7.99 -27.02 -15.10  -0.6438
C6 -7.80 -27.14 -13.52  -0.0834
C7 -6.30 -27.38 -13.43  -0.0847
O13 -5.92 -28.61 -14.00  -0.5417
C8 -5.89 -29.70 -13.09  -0.2532
N4 -8.29 -25.93 -12.89  -0.8616
H18 -9.06 -27.12 -15.26  0.2111
H19 -7.60 -27.88 -15.65  0.2457
H20 -7.58 -26.13 -15.58  0.2017
H21 -8.57 -27.85 -13.21  0.2073
H22 -5.98 -27.31 -12.39  0.1708
H23 -5.74 -26.61 -13.96  0.2088
H24 -4.99 -29.63 -12.48  0.1664
H25 -5.76 -30.70 -13.50  0.1979
H26 -6.74 -29.66 -12.40  0.1645
H27 -7.70 -25.22 -13.31  0.3569
H28 -8.04 -25.98 -11.91  0.3850



C2H5NO2 | ωB97M-V/def2-TZVPD

Spin multiplicity = 2
Total charge = +1
Relative energy (zero: lowest compared OMol25 entry of this formula, charge and spin) = 0.577 eV
Kohn-Sham gap (alpha / beta) = 12.93 / 6.92 eV
E_HOMO (alpha / beta) = -17.251 / -16.893 eV
Largest force on an atom = 1.9 eV Å⁻¹

Last column: natural (NBO) charge in e.
Positions of all 10 atoms, in Å:
O1 -2.20 0.56 0.61  -0.1424
C1 -1.22 -0.07 0.41  0.7752
O2 -1.00 -1.29 0.82  -0.5348
C2 0.04 0.59 -0.30  -0.3032
N1 1.19 -0.24 -0.15  -0.7189
H1 -0.09 -1.48 0.52  0.5224
H2 0.05 1.63 0.02  0.2785
H3 -0.16 0.62 -1.38  0.2737
H4 1.84 0.09 0.53  0.4239
H5 1.56 -0.41 -1.07  0.4258



C2H8O2 | ωB97M-V/def2-TZVPD

Spin multiplicity = 2
Total charge = +1
Relative energy (zero: lowest compared OMol25 entry of this formula, charge and spin) = 1.849 eV
Kohn-Sham gap (alpha / beta) = 11.15 / 4.38 eV
E_HOMO (alpha / beta) = -15.552 / -15.550 eV
Largest force on an atom = 5.8 eV Å⁻¹

Last column: natural (NBO) charge in e.
Positions of all 12 atoms, in Å:
C1 -0.65 0.17 -0.53  -0.1445
O1 -1.35 -0.72 0.39  -0.1353
C2 0.65 -0.41 -1.05  -0.6448
H1 -1.50 0.35 -1.36  0.2680
H2 -0.39 1.16 -0.20  0.2794
H3 -1.92 -1.15 -0.22  0.5157
H4 1.33 -0.77 -0.32  0.2799
H5 0.59 -1.36 -1.62  0.2582
H6 1.22 0.32 -1.82  0.3196
H7 0.33 0.48 1.62  0.4333
H8 0.72 1.18 2.94  0.4947
O2 0.97 0.75 2.17  -0.9242



C38H30AuBrIN2O2P | ωB97M-V/def2-TZVPD

Spin multiplicity = 1
Total charge = +2
Kohn-Sham gap (alpha / beta) = 4.16 / 4.24 eV
E_HOMO (alpha / beta) = -12.763 / -12.750 eV
Largest force on an atom = 1.8 eV Å⁻¹

Last column: Löwdin charge in e.
Positions of all 76 atoms, in Å:
Au1 -0.82 -0.16 -0.67  0.7279
O1 -3.05 -4.65 -2.54  0.0428
C1 -3.26 -4.44 -1.19  -0.2536
C2 -3.53 -5.46 -0.29  0.0001
C3 -3.66 -5.15 1.07  -0.0593
C4 -3.53 -3.84 1.51  -0.0803
C5 -3.27 -2.83 0.58  -0.0907
C6 -3.15 -3.13 -0.77  -0.1106
C7 -2.90 -1.98 -1.77  -0.3930
O2 -2.82 -0.75 -1.21  -0.2389
N1 -1.67 -2.36 -2.51  0.0221
N2 -0.63 -1.58 -2.38  -0.1266
C8 0.52 -1.88 -2.93  -0.1609
C9 1.67 -1.01 -2.82  -0.6005
Br1 1.28 0.77 -2.27  0.9228
C10 2.90 -1.47 -3.12  -0.0653
C11 4.22 -0.85 -3.15  -0.2410
C12 4.45 0.43 -3.67  -0.0563
C13 5.74 0.93 -3.72  -0.0608
C14 6.81 0.17 -3.24  -0.0605
C15 6.59 -1.10 -2.74  -0.0599
C16 5.30 -1.62 -2.72  -0.0345
H1 -3.28 -5.55 -2.79  0.1242
H2 -3.62 -6.48 -0.63  0.1271
H3 -3.87 -5.95 1.77  0.1158
H4 -3.67 -3.60 2.56  0.1074
H5 -3.25 -1.79 0.88  0.0641
H6 -3.68 -2.02 -2.56  0.1712
H7 -1.64 -3.23 -3.04  0.1465
H8 0.63 -2.80 -3.49  0.1455
H9 2.88 -2.53 -3.39  0.1340
H10 3.63 1.00 -4.08  0.0966
H11 5.92 1.91 -4.16  0.1146
H12 7.82 0.57 -3.29  0.1151
H13 7.42 -1.71 -2.40  0.1140
H14 5.13 -2.63 -2.37  0.1183
I1 0.09 -1.92 1.40  1.2554
C17 1.55 -0.70 2.23  -0.6135
C18 2.71 -1.36 2.50  -0.1450
C19 3.69 -0.76 3.31  -0.0363
C20 3.43 0.44 3.89  0.0005
C21 2.21 1.13 3.62  -0.1407
C22 1.94 2.33 4.33  0.0140
C23 0.78 3.01 4.14  -0.0248
C24 -0.11 2.57 3.14  -0.0741
C25 0.12 1.44 2.40  -0.2894
P1 -0.98 1.44 0.96  0.9712
C26 -2.68 1.55 1.51  -0.3490
C27 -3.23 0.46 2.19  -0.0960
C28 -4.53 0.52 2.66  -0.0390
C29 -5.29 1.66 2.46  -0.0310
C30 -4.75 2.76 1.80  -0.0380
C31 -3.44 2.71 1.33  -0.0659
C32 -0.57 2.83 -0.09  -0.3998
C33 -1.40 3.08 -1.20  -0.1191
C34 -1.07 4.07 -2.11  -0.0424
C35 0.10 4.81 -1.92  -0.0319
C36 0.93 4.55 -0.84  -0.0422
C37 0.60 3.56 0.08  -0.0758
C38 1.26 0.61 2.71  -0.1912
H15 2.87 -2.37 2.12  0.0973
H16 4.62 -1.29 3.52  0.1247
H17 4.13 0.88 4.58  0.1318
H18 2.68 2.68 5.04  0.1348
H19 0.56 3.91 4.71  0.1263
H20 -0.99 3.18 2.94  0.1213
H21 -2.64 -0.43 2.37  0.0751
H22 -4.95 -0.33 3.18  0.1219
H23 -6.31 1.70 2.82  0.1236
H24 -5.34 3.65 1.66  0.1216
H25 -3.03 3.57 0.83  0.1083
H26 -2.30 2.49 -1.36  0.1149
H27 -1.71 4.27 -2.95  0.1249
H28 0.36 5.59 -2.63  0.1252
H29 1.84 5.13 -0.71  0.1229
H30 1.26 3.36 0.91  0.1120